Record 1
Molecular formula: C46H49F4NO2
Method: DFT, ωB97M-V/def2-TZVPD

Atoms and positions in Å:
F1 2.27679 0.74550 -4.08404
F2 3.52279 -0.94017 -4.56447
F3 0.83752 -1.99343 -0.78901
F4 1.91495 -0.39634 -5.88646
O1 -2.21216 -2.22324 -2.22193
O2 -1.22158 -1.19548 -0.47997
N1 -1.76054 0.64715 -2.96720
C1 1.95759 5.47642 -5.32090
C2 2.82148 5.41649 0.73695
C3 1.28070 -8.35126 5.10885
C4 -1.22470 -1.57168 2.72435
C5 -0.71261 -0.31211 -2.66307
C6 -0.42614 -6.96315 4.13877
C7 0.97111 0.54711 7.90766
C8 2.12085 7.88448 -3.95258
C9 2.23879 4.44405 -1.38307
C10 -0.12087 -2.25061 4.75207
C11 1.96910 -7.21850 5.51995
C12 -6.82508 -2.47302 -5.25545
C13 2.51588 5.56209 -0.60950
C14 0.25818 -5.82951 4.55587
C15 0.25166 0.20850 -1.55216
C16 -0.12895 -0.99307 -3.90906
C17 -0.55809 2.57946 -3.92930
C18 2.25643 -0.50438 -4.59685
C19 -5.71456 -1.94950 -4.60696
C20 3.16609 5.87662 -4.76559
C21 -2.12274 -0.81730 3.46828
C22 0.08375 -8.22360 4.41725
C23 -6.05923 -4.69755 -4.76394
C24 0.13558 -0.82834 -0.46312
C25 1.34733 -1.42291 -3.83327
C26 0.91290 7.48237 -4.50595
C27 0.83081 6.27659 -5.18836
C28 2.27449 3.18134 -0.80992
C29 2.57723 3.03374 0.53706
C30 2.26733 1.35900 9.76150
C31 2.09302 -0.09435 7.40228
C32 -4.95095 -4.17184 -4.11367
C33 1.45642 -5.95822 5.24459
C34 -0.22143 -2.28520 3.36732
C35 3.30173 -0.01422 8.08021
C36 -1.02155 -1.49891 5.49355
C37 -2.76928 1.72217 -4.87103
C38 -1.48627 -1.37690 -1.82354
C39 3.38823 0.71090 9.26072
C40 -1.67139 1.56136 -3.85161
C41 -6.99596 -3.84810 -5.33693
C42 1.05786 1.27643 9.08545
C43 2.84809 4.15302 1.31179
C44 -2.02089 -0.77979 4.85189
C45 -4.77343 -2.79690 -4.03642
C46 3.24603 7.08109 -4.07850
H1 -4.22164 -4.83374 -3.66384
H2 -0.25508 -0.36491 -4.79117
H3 0.18302 1.77991 9.47647
H4 -7.55814 -1.80981 -5.69740
H5 2.90461 -7.31789 6.05546
H6 4.18515 7.39238 -3.63928
H7 0.48190 -2.87106 2.78717
H8 2.06694 2.31010 -1.41548
H9 -7.85941 -4.25771 -5.84568
H10 2.02280 -0.65614 6.47893
H11 0.49815 -0.55301 0.52369
H12 1.99875 4.55898 -2.43330
H13 -5.58109 -0.87640 -4.54356
H14 0.35501 2.27740 -3.41929
H15 0.03575 8.10838 -4.40456
H16 1.29511 0.37557 -1.81420
H17 -0.11197 5.96094 -5.61745
H18 -0.45199 -9.10738 4.09526
H19 -0.94141 3.48019 -3.43604
H20 -2.37339 2.12676 -5.80159
H21 -0.72157 -1.88719 -4.10443
H22 4.04329 5.25044 -4.86491
H23 -1.30548 -1.60029 1.64546
H24 2.49292 6.54673 -1.05874
H25 -0.34065 2.87706 -4.95668
H26 4.17691 -0.51644 7.68817
H27 1.72841 -1.57079 -2.82692
H28 4.33019 0.77181 9.79052
H29 2.33652 1.92823 10.67959
H30 -0.94419 -1.47542 6.57297
H31 -3.50505 2.45385 -4.51245
H32 0.65927 -2.80818 5.25579
H33 -6.19400 -5.77019 -4.82426
H34 0.02896 0.48074 7.37977
H35 1.43965 -2.38834 -4.33579
H36 1.67741 -9.33447 5.32721
H37 1.99333 -5.07483 5.56857
H38 -3.29096 0.77997 -5.01282
H39 -2.72035 -0.19016 5.43089
H40 3.03937 6.28882 1.33968
H41 1.89544 4.53701 -5.85644
H42 -3.90448 -2.39263 -3.53285
H43 -1.35776 -6.86277 3.59681
H44 2.60343 2.04757 0.98440
H45 -0.16937 1.11651 -1.12165
H46 3.08152 4.04009 2.36264
H47 -0.14288 -4.84934 4.34221
H48 -2.90257 -0.25849 2.96666
H49 2.18484 8.82521 -3.42064

## Properties
**Orbital gap**: 0.3395 Eh

Record 2
Molecular formula: C46H50BrCl3GeN6O5S2W
Method: DFT, ωB97M-V/def2-TZVPD

Atoms and positions in Å:
W1 -1.36703 0.39490 1.19471
Br1 0.94936 2.26014 0.18252
Ge1 -2.14092 2.76778 2.19020
Cl1 -0.35813 1.57888 3.28398
Cl2 -3.73310 0.05546 1.25086
Cl3 -1.01249 4.67430 1.96683
S1 -0.57726 -3.34376 -2.47029
S2 -3.21023 -2.94806 -1.17513
O1 1.46793 -0.40958 -3.06067
O2 -2.60711 3.56815 -0.33882
O3 0.40817 -1.72117 3.75714
O4 5.06849 4.55657 2.24040
O5 -1.79610 1.08843 -0.60514
N1 -0.75729 -0.36361 -2.81968
N2 0.11012 -0.96562 0.27464
N3 2.69707 1.18235 2.02657
N4 -1.80392 -0.97946 -2.14846
N5 -2.98146 -0.23589 -2.04547
N6 -1.48235 -1.20201 2.52043
C1 -3.19762 -1.11038 4.38261
C2 -0.14504 1.13390 -4.64221
C3 3.75067 1.21735 2.85055
C4 -5.94701 2.56568 -2.59432
C5 -4.59171 1.00371 4.63870
C6 -2.82866 0.87270 -1.36713
C7 -4.97746 1.62325 -2.33234
C8 -1.47132 -4.16676 2.74834
C9 2.47828 2.27227 1.33718
C10 -2.36335 -1.82676 3.50136
C11 -5.78740 3.85815 -2.10524
C12 4.58369 2.30992 2.97911
C13 -3.19330 0.38824 4.58184
C14 3.22410 3.43326 1.34893
C15 0.53435 -0.54721 -2.30884
C16 -2.39680 0.73374 5.84220
C17 0.90302 -0.94003 -0.83428
C18 -1.63837 -4.80785 -2.36781
C19 -2.28043 -5.35974 2.22465
C20 -2.38289 -3.12186 -5.91151
C21 -3.71032 3.22801 -1.07131
C22 1.98502 -1.82461 1.53055
C23 -0.20139 0.38150 -6.94180
C24 -3.84280 1.92786 -1.56900
C25 2.78905 -1.77300 0.41669
C26 -1.46001 -0.83551 -5.25096
C27 1.56783 2.48068 -3.20103
C28 -4.01240 -3.18030 5.33961
C29 -2.51918 -4.62659 -1.15634
C30 0.16407 2.37715 -3.80380
C31 4.31972 3.43886 2.20368
C32 0.20784 1.27574 -5.97826
C33 -3.15543 -3.87644 4.51517
C34 -2.62925 -1.81454 -5.15074
C35 -0.28883 -4.72331 3.55176
C36 0.67227 -1.39135 1.43453
C37 -0.85563 -0.02319 -4.26046
C38 -0.91770 2.71881 -2.79094
C39 -4.02309 -1.80725 5.26058
C40 -1.82978 -2.27357 -1.92983
C41 -0.15672 -1.45321 2.71430
C42 -1.08597 -0.60697 -6.57501
C43 2.23333 -1.32169 -0.77380
C44 -3.87248 -1.11060 -5.71097
C45 -4.67907 4.18602 -1.35126
C46 -2.34205 -3.23890 3.58560
H1 -2.91886 0.36932 6.72844
H2 0.78950 2.14384 -6.26170
H3 -0.98840 -5.67622 -2.26643
H4 -0.80589 3.75524 -2.46778
H5 -1.68858 -5.94187 1.51488
H6 5.41509 2.28796 3.67023
H7 -1.40685 0.27931 5.82234
H8 -4.64843 -3.70179 6.04116
H9 -2.21041 -4.88676 -3.28872
H10 -2.27803 1.81499 5.94276
H11 -2.67990 0.82269 3.73294
H12 0.11464 3.16774 -4.55744
H13 3.82642 -2.07341 0.45796
H14 -6.53029 4.61511 -2.31461
H15 -6.81785 2.30336 -3.17665
H16 -4.55318 5.19163 -0.96831
H17 -3.10403 -3.87732 -5.59696
H18 -0.66526 -5.28801 4.40598
H19 -2.88522 -2.05912 -4.13667
H20 -1.52492 -1.22695 -7.34438
H21 -4.66428 -1.24341 5.92377
H22 -1.08912 -3.60264 1.88877
H23 -0.85808 2.09418 -1.90914
H24 -5.22336 0.64368 3.82856
H25 -3.35394 -5.32471 -1.15629
H26 -1.37293 -3.50439 -5.75661
H27 0.09774 0.50056 -7.97353
H28 -2.53827 -6.04074 3.03382
H29 -5.08772 0.78544 5.58448
H30 1.75727 3.52193 -2.93446
H31 1.68184 1.88210 -2.30018
H32 -3.11686 -4.95287 4.59864
H33 -2.54444 4.52872 -0.22411
H34 -4.75098 -1.74836 -5.59834
H35 2.81448 -1.27094 -1.67943
H36 -1.95341 -4.74190 -0.23706
H37 -1.91461 2.60787 -3.22343
H38 -2.52362 -2.99289 -6.98461
H39 -3.74775 -0.88639 -6.77046
H40 -5.08465 0.61564 -2.70179
H41 5.80294 4.45032 2.85741
H42 2.33284 2.16557 -3.91019
H43 -4.05623 -0.17382 -5.18780
H44 2.32026 -2.17143 2.49711
H45 0.29956 -5.40590 2.93482
H46 -3.21379 -5.05154 1.75344
H47 2.97796 4.29720 0.75257
H48 0.36070 -3.93900 3.92928
H49 3.92454 0.32311 3.43528
H50 -4.52423 2.09184 4.56054

## Properties
**Orbital gap (alpha / beta)**: 0.2378 / 0.2430 Eh
**Energy relative to the best compared isomer or geometry (same formula, charge and spin)**: 3.291 eV
**Spin multiplicity**: 4
**<S²>**: 3.7802
**Net charge**: +1

Record 3
Molecular formula: C46H50N4SbTl
Method: DFT, ωB97M-V/def2-TZVPD

Atoms and positions in Å:
Tl1 -1.00883 0.94361 -0.38791
Sb1 1.83083 -1.03191 0.15191
N1 -1.51918 -0.82919 -2.65017
N2 -0.42605 1.97085 -2.98020
N3 -1.96013 3.50761 -0.86908
N4 -3.41653 1.28507 -2.03899
C1 3.19805 0.62895 2.69086
C2 -0.63764 1.01737 -4.06834
C3 -3.07133 -0.17469 3.60491
C4 3.52608 0.64645 -2.10890
C5 2.73185 -1.75333 1.95281
C6 -3.35897 -1.29598 4.37056
C7 -1.79941 -2.93498 1.32163
C8 -0.53571 -0.44470 -3.64955
C9 3.33909 -1.72871 -1.21004
C10 2.77963 -3.12298 2.19367
C11 5.33931 -2.56255 -2.96822
C12 -3.73317 -0.00925 -2.07442
C13 3.82356 -1.38184 4.05098
C14 -1.19581 4.10204 -1.95955
C15 -2.92472 -0.84256 -3.04540
C16 -0.12639 -3.38602 -0.89010
C17 -2.16035 -3.85932 0.35237
C18 0.17738 5.52386 1.29777
C19 1.12932 3.00245 0.67587
C20 -3.94950 2.06859 -1.10217
C21 -1.03483 -1.49501 4.92263
C22 0.71747 -3.65721 -2.11032
C23 -0.30273 4.42745 1.98607
C24 0.24230 -2.46564 0.08969
C25 4.76146 -3.47606 -2.10103
C26 0.15633 3.10864 1.70736
C27 -1.33314 -4.07346 -0.73764
C28 3.24724 -0.86074 2.89448
C29 4.92283 -1.24215 -2.95354
C30 1.12639 5.39060 0.28560
C31 -1.76824 0.30764 3.49007
C32 -4.87530 1.58886 -0.18368
C33 -4.65185 -0.56805 -1.19752
C34 -1.15871 3.22007 -3.19218
C35 3.76913 -3.05141 -1.23069
C36 -1.48445 1.47810 2.63829
C37 -0.75311 -0.37366 4.16491
C38 3.92589 -0.80598 -2.08369
C39 -0.60715 -2.24543 1.17852
C40 -2.33936 -1.96455 5.03229
C41 -3.41419 3.48379 -1.03934
C42 3.88303 -2.74628 4.27990
C43 1.59303 4.11191 -0.00418
C44 3.35529 -3.62665 3.34885
C45 -0.27539 1.99388 2.43782
C46 -5.23664 0.25196 -0.24289
H1 4.33173 -3.12024 5.19060
H2 2.35398 3.97620 -0.76670
H3 4.22401 -0.69679 4.78804
H4 -0.19765 6.50808 1.55537
H5 3.38097 -4.69387 3.52421
H6 0.06682 1.17899 -4.89631
H7 -5.94188 -0.15485 0.46982
H8 -3.90051 4.01237 -0.21627
H9 -1.02622 4.56033 2.78219
H10 -3.69470 4.00249 -1.96375
H11 1.57352 2.03356 0.47288
H12 1.50752 6.25693 -0.23656
H13 -4.87651 -1.62457 -1.24088
H14 3.58462 1.14864 3.56689
H15 -2.17894 2.93950 -3.45890
H16 3.80627 0.93258 1.83498
H17 -1.25774 -1.69452 -2.19520
H18 -1.62342 -4.79122 -1.49693
H19 -0.35265 -1.50814 1.93335
H20 -1.69609 3.94354 0.00835
H21 5.08106 -4.51022 -2.09704
H22 0.56400 2.18093 -2.89637
H23 -5.27486 2.24242 0.57924
H24 -0.23109 -2.01172 5.43240
H25 0.08644 -3.92416 -2.96007
H26 -3.31919 -1.86235 -3.08171
H27 -0.18741 4.27869 -1.58253
H28 -1.63220 1.20264 -4.47751
H29 1.40545 -4.48801 -1.94462
H30 2.17367 0.98684 2.52965
H31 -0.60147 -1.05339 -4.56668
H32 -3.03528 -0.41750 -4.04562
H33 -3.08720 -4.41066 0.44059
H34 -4.37992 -1.64788 4.44863
H35 3.69644 1.13280 -1.14597
H36 -1.60576 5.08061 -2.25259
H37 2.33438 -3.81298 1.48725
H38 5.38213 -0.52926 -3.62745
H39 -2.43234 -2.73428 2.17665
H40 -3.86914 0.34382 3.08324
H41 -0.74920 3.79905 -4.03321
H42 1.32794 -2.79859 -2.39105
H43 2.46300 0.76691 -2.33083
H44 -2.55621 -2.84076 5.62962
H45 0.25913 -0.00096 4.06601
H46 6.11544 -2.87571 -3.65499
H47 0.45351 -0.63225 -3.22002
H48 -2.40634 1.86040 2.15088
H49 3.32685 -3.76974 -0.54993
H50 4.09834 1.18680 -2.86116

## Properties
**Orbital gap**: 0.2191 Eh

Record 4
Molecular formula: C46H52BClN15OTi
Method: DFT, ωB97M-V/def2-TZVPD

Atoms and positions in Å:
Ti1 0.45909 2.48181 -0.03221
Cl1 -5.17263 -2.38328 2.31018
O1 0.03856 -3.59400 -1.23270
N1 1.51983 2.02662 1.94826
N2 -1.36072 3.49632 2.03820
N3 2.35570 -2.76664 -0.38551
N4 -0.55078 0.83550 0.41204
N5 -0.33607 3.88052 1.23363
N6 0.75425 4.41308 -1.18783
N7 -3.27886 2.07958 2.70706
N8 -1.88654 2.73876 -0.76789
N9 -2.73227 1.98661 3.95695
N10 2.41545 -0.60218 -0.12106
N11 -1.47803 0.97522 1.41125
N12 0.75994 1.66062 -1.98828
N13 2.24608 -2.57362 0.93665
N14 -2.80571 2.69236 0.22837
N15 2.66415 2.75961 -0.36607
C1 3.07827 2.35860 -1.74025
C2 -0.31273 -6.52727 -2.44819
C3 -3.68064 1.50054 4.72949
C4 2.86434 2.05080 1.95561
C5 2.34233 -4.07102 -1.01606
C6 2.28658 -1.27022 1.05664
C7 -0.74780 5.51297 2.70618
C8 2.30353 6.21020 -1.56528
C9 1.35382 6.90927 -2.29407
C10 0.02869 5.11189 1.63836
C11 -0.52443 -0.46575 0.06420
C12 -4.85671 1.23511 4.00085
C13 -2.68837 -4.63542 0.15487
C14 3.51440 2.04265 0.61694
C15 0.10117 6.34229 -2.45029
C16 2.95801 1.82412 4.33130
C17 -3.86013 -3.42117 1.84368
C18 -3.74410 -3.81761 0.52048
C19 2.19327 1.44059 -3.88436
C20 3.61039 1.97435 3.11922
C21 -1.99638 -0.23370 1.67098
C22 -0.22101 1.06183 -2.69534
C23 0.71360 -5.39293 0.26935
C24 0.91499 -5.61466 -2.37436
C25 -1.88924 -4.65302 2.40572
C26 -2.57821 2.98818 -1.88663
C27 1.95746 1.81885 -2.57145
C28 -1.41086 -1.17741 0.84323
C29 -4.55500 1.59607 2.71740
C30 0.93762 -4.70539 -1.08976
C31 1.17481 0.85603 -4.61407
C32 -1.73316 -5.05589 1.07987
C33 -4.02838 2.96451 -0.25388
C34 0.88786 -4.74894 -3.64468
C35 1.57472 1.74985 4.32756
C36 0.89513 1.86115 3.13036
C37 -0.15742 5.10722 -1.88465
C38 2.15535 -6.51901 -2.42318
C39 -1.62175 4.45957 2.92272
C40 1.96470 4.98190 -1.02865
C41 2.45119 -1.59406 -1.00159
C42 -2.94711 -3.84530 2.79710
C43 2.90984 4.20648 -0.17400
C44 -3.93069 3.15257 -1.61543
C45 -0.05268 0.64737 -3.99810
C46 -0.63010 -6.01066 0.70276
B1 -2.29193 2.31696 1.62834
H1 -0.24892 -7.35691 -1.75048
H2 -2.41149 4.33992 3.64325
H3 -4.49078 -3.52017 -0.20008
H4 -0.83366 -3.94265 -1.44910
H5 4.51278 2.49112 0.64081
H6 -1.15674 0.90991 -2.17812
H7 -2.75825 -0.35044 2.42192
H8 2.72854 -3.89741 -2.01644
H9 -4.72177 3.36941 -2.30677
H10 -1.13574 4.67351 -1.96622
H11 -0.36720 -6.95648 -3.44782
H12 -0.18227 1.80900 3.13681
H13 -2.65087 -5.00058 -0.86401
H14 -5.78356 0.83828 4.36720
H15 0.13802 -0.84152 -0.69459
H16 -0.87038 0.17025 -4.51711
H17 3.51651 1.76098 5.25433
H18 -1.25052 -5.99665 -2.28184
H19 2.29566 -7.07669 -1.49869
H20 3.58899 0.99916 0.28550
H21 -0.67950 6.84738 -2.99802
H22 1.69072 -4.01432 -3.69116
H23 -0.38917 -6.59419 1.59386
H24 1.46312 -6.18304 0.34984
H25 3.03880 -4.71481 -0.48339
H26 2.76623 4.43648 0.88813
H27 3.07097 -5.97171 -2.63963
H28 0.82302 5.65501 1.15947
H29 1.00050 -5.39692 -4.51188
H30 -2.09189 3.03532 -2.84574
H31 3.55075 3.20324 -2.25191
H32 1.58791 7.87214 -2.72485
H33 0.98410 -4.65470 1.03428
H34 3.29501 6.61116 -1.41107
H35 -3.07679 -3.56831 3.83251
H36 -3.49966 1.35775 5.77986
H37 3.83513 1.57520 -1.65362
H38 -0.05688 -4.21775 -3.75519
H39 1.01103 1.61650 5.23809
H40 -5.14299 1.51006 1.82510
H41 -1.01440 -6.72510 -0.01703
H42 2.02958 -7.24950 -3.22004
H43 3.95343 4.43804 -0.41826
H44 2.54448 -1.50353 -2.06874
H45 -1.58323 -2.23611 0.81253
H46 2.22415 -0.79116 2.01928
H47 -1.19363 -5.00764 3.15496
H48 1.33788 0.55459 -5.63896
H49 3.17152 1.59337 -4.31812
H50 -4.88414 3.01794 0.39043
H51 4.68800 2.01419 3.06689
H52 -0.69710 6.43910 3.24375

## Properties
**Orbital gap**: 0.1729 Eh
**Energy relative to the best compared isomer or geometry (same formula, charge and spin)**: 0.080 eV
**Net charge**: +3